(1)
Below is the molecule C3H5N2P at a distorted geometry, with properties calculated with ωB97M-V/def2-TZVPD.

The calculation puts the energy relative to the best compared isomer or geometry (same formula, charge and spin) at 72.0 kcal per mole. The calculated total energy comes out at -15457.2010 eV. The HOMO energy (alpha / beta) is -8.7 / -8.8 eV. The LUMO energy (alpha / beta) is -0.302 / -1.502 eV. The HOMO-LUMO gap (alpha / beta) is 8.45 / 7.33 eV.

ORCA input file:
```
! RIJCOSX wB97M-V def2-TZVPD def2/J DEFGRID3
* xyz 0 1
C 0.416 0.709 -0.709
C -0.175 -0.132 0.300
C -0.233 0.527 1.667
N -0.616 -1.282 0.151
N -0.137 -1.339 -2.189
P 0.625 0.031 -2.256
H 0.702 1.725 -0.493
H 0.289 -0.111 2.377
H -1.272 0.620 1.979
H 0.238 1.506 1.637
H 0.162 -2.254 -2.464
*
```

(2)
Below is the ion CH2N5 with charge +1 at a distorted geometry, with properties calculated with ωB97M-V/def2-TZVPD.

The calculation puts the energy relative to the best compared isomer or geometry (same formula, charge and spin) at 112.9 kcal per mole. The expectation value of S² is 2.01. The calculated total energy comes out at -8503.0636 eV. The HOMO energy (alpha / beta) is -14.6 / -17.2 eV. The LUMO energy (alpha / beta) is -7.803 / -9.835 eV. The HOMO-LUMO gap (alpha / beta) is 6.78 / 7.40 eV.

ORCA input file:
```
! RIJCOSX wB97M-V def2-TZVPD def2/J DEFGRID3
* xyz 1 3
C 2.609 0.238 -0.082
N 3.641 0.731 0.057
N -0.183 1.303 0.322
N 1.172 -1.650 0.088
N 0.514 0.585 -0.282
N 1.380 -0.438 0.074
H -0.589 2.083 -0.163
H 0.317 -1.984 0.481
*
```